Formula: C41H50BrCl2N2O4PPt
Source: the OMol25 dataset
Level of theory: ωB97M-V/def2-TZVPD

Each line ends with the Löwdin charge.
Element x y z (Å)
Pt -2.056 -1.517 -1.727  1.166
Br -0.526 2.651 -5.510  0.626
Cl 1.084 -5.839 -1.978  0.577
Cl -1.706 -4.581 -1.214  0.762
P -0.461 0.473 0.711  1.161
O -0.458 -4.542 1.347  -0.119
O 1.421 -3.704 0.391  -0.022
O 1.337 -1.619 -1.713  -0.030
O -0.712 -2.945 -1.677  -0.757
N 4.183 0.931 -3.279  0.159
N 3.794 -0.910 -2.072  0.185
C -5.177 -1.376 -1.133  -0.346
C -7.470 -1.155 -1.847  -0.103
C -0.495 -0.510 -2.776  -0.242
C 7.442 -0.833 -1.442  -0.130
C 6.662 0.981 -2.859  -0.043
C 1.413 1.180 -4.025  -0.101
C -1.247 4.783 0.248  -0.206
C -2.420 -5.776 -1.956  -0.429
C 5.368 0.473 -2.746  -0.252
C 2.118 1.341 0.254  -0.212
C 3.268 0.082 -2.849  -0.259
C 6.165 -1.355 -1.317  -0.027
C 1.834 0.180 -3.140  -0.095
C -1.514 -0.185 2.106  -0.441
C -6.115 -1.004 -2.100  -0.054
C -0.301 3.962 -0.627  -0.194
C 0.888 -0.674 -2.544  -0.312
C 5.142 -0.685 -1.978  -0.194
C -5.621 -1.872 0.100  -0.048
C 0.477 -4.493 0.470  -0.781
C -1.803 3.956 1.406  -0.206
C 0.074 1.289 -4.301  -0.706
C -0.957 2.670 -1.100  -0.201
C 3.373 2.127 0.659  -0.187
C -6.975 -1.983 0.357  -0.096
C -1.532 0.494 3.485  -0.203
C -7.904 -1.634 -0.619  -0.113
C 1.117 1.191 1.420  -0.427
C -0.078 -2.039 3.112  -0.203
C -0.870 0.464 -3.689  -0.211
C 3.716 1.847 2.118  -0.203
C -0.204 -1.415 4.497  -0.206
C -3.763 -1.300 -1.391  -0.300
C -2.483 2.688 0.901  -0.202
C -1.588 1.817 0.016  -0.435
C 7.686 0.320 -2.203  -0.133
C -0.361 0.100 4.391  -0.209
C -1.294 -1.698 2.263  -0.228
C 1.233 2.402 2.353  -0.217
C 2.611 2.394 3.041  -0.193
C 0.059 -5.423 -0.630  -0.745
H 3.204 3.203 0.532  0.108
H 0.828 -1.683 2.610  0.108
H 2.561 1.789 3.951  0.097
H -3.349 2.988 0.293  0.116
H 2.391 0.339 -0.079  0.099
H -1.205 -2.177 1.288  0.069
H 0.570 0.511 3.998  0.075
H 0.667 -1.657 5.114  0.101
H -2.515 4.554 1.986  0.103
H -1.581 1.582 3.389  0.082
H 0.614 3.740 -0.076  0.080
H 8.268 -1.323 -0.941  0.084
H 0.004 4.547 -1.500  0.111
H 2.150 1.832 -4.471  0.096
H -1.920 0.624 -3.903  0.074
H 1.648 1.826 -0.605  0.088
H -4.883 -2.185 0.829  0.111
H 6.848 1.872 -3.446  0.098
H 2.863 3.412 3.356  0.100
H -2.181 -2.128 2.752  0.116
H 0.447 2.414 3.108  0.080
H -1.757 -4.555 0.177  0.075
H -2.717 -3.561 -1.218  -0.014
H -0.742 5.679 0.625  0.100
H -2.458 0.187 3.993  0.111
H 3.206 -1.621 -1.646  0.148
H 0.596 -2.296 -1.540  0.010
H 0.022 -3.123 3.147  0.095
H -2.914 -5.344 -2.829  -0.076
H -2.248 1.132 -0.529  0.048
H -0.991 3.691 2.087  0.079
H -1.080 -1.838 5.006  0.106
H 3.810 0.765 2.250  0.113
H -5.766 -0.616 -3.048  0.109
H -8.193 -0.889 -2.609  0.093
H -7.312 -2.370 1.311  0.096
H -0.506 0.549 5.380  0.104
H 4.684 2.277 2.388  0.099
H -0.429 -6.308 -0.235  0.053
H 8.699 0.698 -2.275  0.082
H 4.203 1.865 -0.002  0.103
H -0.259 2.072 -1.687  0.077
H -2.889 2.116 1.738  0.085
H 1.122 3.324 1.782  0.086
H -1.764 2.942 -1.794  0.120
H -8.964 -1.744 -0.423  0.089
H -2.506 -0.055 1.654  0.089
H 5.969 -2.244 -0.731  0.108
H 1.460 0.330 2.008  0.087
H -2.085 5.130 -0.370  0.107

Calculated values
Calculated total energy ... -162110.9271 eV
Frontier orbital gap (alpha / beta) ... 0.21043 / 0.21037 Eh
Charge ... -2
2S+1 ... 1
Highest occupied orbital energy (alpha / beta) ... -1.8 / -1.8 eV
Strongest force on any atom ... 1.653 eV Å⁻¹
Energy above the lowest of the compared OMol25 structures with the same formula, charge and spin ... 1258.6 kJ/mol